# 1
Density functional theory data (ωB97M-V/def2-TZVPD) for a structure of composition C18H21ClN2O8OsP2S2.

HOMO-LUMO gap (alpha / beta)   7.5 / 7.0 eV
⟨S²⟩   6.024
Energy   -3439.7705 hartree
Energy relative to the best compared isomer or geometry (same formula, charge and spin)   216.3 kcal/mol
F_max   0.737 eV/A
Multiplicity   5

The geometry in XYZ format:
```
55
Properties=species:S:1:pos:R:3:forces:R:3:lowdin_charge:R:1
Os -0.1274 -1.3788 0.2143 0.16 -0.23 0.06 1.365
C 3.5680 0.6037 -0.8362 0.01 -0.01 -0.01 -0.014
C 2.3449 -0.2542 -0.9981 0.01 -0.04 0.02 -0.198
N 1.7286 -0.6600 0.0988 0.01 0.27 0.10 -0.172
N 2.4451 -0.3754 1.2748 0.01 -0.02 0.01 -0.049
C 1.8610 -0.7117 2.3585 0.01 0.02 -0.01 -1.076
S 0.2894 -1.4683 2.4668 0.04 -0.05 -0.01 0.568
S 2.6840 -0.2557 3.8648 -0.03 0.03 -0.02 0.877
C 1.6671 1.2450 4.1629 -0.01 -0.01 0.03 -0.414
C 1.7047 2.1947 3.0020 -0.01 -0.01 0.00 -0.305
C 0.6770 2.1801 2.0647 0.00 0.02 0.00 -0.072
C 0.7373 2.9804 0.9324 0.01 0.01 0.00 -0.079
C 1.8243 3.8192 0.7342 0.00 0.00 0.00 -0.093
C 2.8510 3.8467 1.6704 0.00 0.00 0.00 -0.083
C 2.7941 3.0343 2.7922 0.00 -0.01 0.01 -0.045
C 1.9073 -0.6229 -2.3304 -0.02 0.01 -0.02 -0.098
C 2.8218 -0.4362 -3.3986 0.00 0.01 0.02 -0.041
C 2.5333 -0.7911 -4.6878 -0.01 -0.01 -0.01 -0.085
C 1.2794 -1.3452 -4.9792 0.02 0.00 -0.01 -0.064
C 0.3674 -1.5520 -3.9803 -0.01 0.00 0.02 -0.005
C 0.6549 -1.2193 -2.6400 -0.01 0.08 0.01 -0.326
O -0.2939 -1.4692 -1.7726 0.02 -0.16 -0.09 -0.291
H 3.4690 1.2223 0.0499 0.00 0.00 0.00 0.068
H 3.7098 1.2349 -1.7067 0.00 0.00 0.00 0.079
H 4.4548 -0.0179 -0.6947 0.00 0.00 0.00 0.109
H 2.0940 1.6835 5.0648 0.01 0.00 -0.01 0.080
H 0.6480 0.9284 4.3805 0.00 0.00 0.02 0.071
H -0.1601 1.5053 2.2028 0.00 -0.02 0.00 0.075
H -0.0618 2.9359 0.2028 0.00 0.00 0.00 0.096
H 1.8740 4.4487 -0.1451 0.00 0.00 0.00 0.102
H 3.7014 4.5000 1.5220 0.00 0.00 0.00 0.104
H 3.6094 3.0390 3.5065 0.00 0.00 0.00 0.117
H 3.7998 -0.0302 -3.1911 0.00 0.00 0.00 0.101
H 3.2671 -0.6472 -5.4683 0.00 0.00 0.00 0.103
H 1.0307 -1.6174 -5.9972 0.00 0.00 0.00 0.109
H -0.6057 -1.9827 -4.1745 0.00 0.00 -0.01 0.121
C -5.0504 -1.1470 1.5592 0.02 0.05 0.01 -0.132
C -4.0305 -0.8912 0.4754 -0.31 -0.28 0.05 -0.656
O -4.8844 -2.2113 -1.8769 -0.28 -0.16 0.37 -0.567
P -3.0468 0.4996 0.2924 -0.02 -0.01 0.15 0.394
O -3.4562 1.3966 1.5473 -0.04 0.00 -0.03 -0.106
O -3.4555 1.3375 -1.0006 -0.04 0.06 0.06 -0.128
O -1.5340 0.3597 0.3073 0.01 -0.06 -0.21 -0.464
P -2.6839 -3.7869 0.2063 -0.42 -0.04 0.18 0.306
O -2.7984 -4.7156 -1.0558 0.15 -0.06 0.03 -0.098
O -3.4708 -4.1541 1.3723 0.07 -0.11 0.01 -0.239
O -1.3592 -3.1253 0.1985 -0.25 0.15 -0.09 -0.442
H -6.0612 -1.2073 1.1522 0.00 0.01 -0.01 0.077
H -5.0361 -0.3256 2.2725 0.01 -0.01 0.01 0.066
H -4.8323 -2.0712 2.0965 -0.02 0.00 -0.01 0.059
H -2.6082 -0.8338 -1.8987 0.29 0.26 -0.46 0.139
H -2.6941 1.8477 1.9300 0.01 -0.02 0.03 0.084
H -2.7078 1.7982 -1.4012 0.02 -0.06 -0.04 0.087
H -3.5576 -5.3133 -1.0006 -0.04 0.04 -0.02 0.107
Cl -3.8824 -2.0236 -0.7412 0.64 0.35 -0.13 0.879
```
Positions in Å, forces in eV/Å.


# 2
Density functional theory data (ωB97M-V/def2-TZVPD) for an isolated molecule of C18H21ClN4.

HOMO-LUMO gap   8.3 eV
Energy   -1377.7722 hartree
Structure (SMILES)   CCCCc1nc2cc(N)c(C)nc2n1Cc1ccccc1Cl
F_max   1.162 eV/A

The geometry in XYZ format:
```
44
Properties=species:S:1:pos:R:3:forces:R:3:lowdin_charge:R:1
C -4.3331 -1.2758 0.7462 0.14 0.17 0.14 -0.108
C -3.7682 0.0935 1.1081 -0.20 0.04 -0.14 -0.262
C -3.9576 1.1329 0.0033 0.13 -0.10 0.11 -0.202
H -4.9877 1.0947 -0.3579 -0.04 0.06 -0.01 0.110
H -3.7736 2.1278 0.4102 -0.06 0.04 -0.06 0.107
C -3.0020 0.9364 -1.1812 -0.22 0.04 0.10 -0.114
C -1.5941 1.2119 -0.7821 0.10 -0.02 -0.07 -0.301
N -1.1928 2.3889 -0.3869 -0.39 0.38 0.03 0.173
C 0.1440 2.2595 -0.1246 0.32 -0.77 -0.09 -0.212
C 1.1051 3.1504 0.3284 0.14 -0.29 -0.03 0.053
C 2.3996 2.6650 0.4801 -0.50 -0.14 -0.20 -0.273
C 2.6841 1.3137 0.1693 0.14 0.10 0.08 -0.269
N 1.7700 0.4598 -0.2591 -0.28 0.03 -0.14 0.187
C 0.5425 0.9310 -0.3907 0.56 0.97 0.32 -0.234
N -0.5908 0.2741 -0.8014 -0.30 0.17 -0.08 0.039
C -0.6921 -1.1180 -1.1817 -0.10 -0.24 -0.20 -0.100
C 0.5050 -1.9025 -0.7225 -0.12 -0.32 0.11 -0.254
C 0.7267 -2.1440 0.6303 0.14 -0.28 -0.28 -0.611
C 1.8344 -2.8491 1.0652 -0.08 0.05 0.03 -0.104
C 2.7413 -3.3322 0.1387 0.03 0.04 -0.01 -0.084
C 2.5344 -3.1114 -1.2113 0.05 -0.01 -0.08 -0.080
C 1.4244 -2.4021 -1.6333 -0.14 -0.06 0.10 -0.039
H 1.2715 -2.2203 -2.6868 -0.03 0.05 -0.11 0.114
H 3.2411 -3.4852 -1.9366 0.06 -0.04 -0.06 0.103
H 3.6095 -3.8781 0.4759 0.07 -0.06 0.03 0.104
H 1.9848 -3.0124 2.1212 -0.02 0.00 0.09 0.103
Cl -0.3848 -1.5385 1.8054 -0.16 0.06 0.24 0.759
H -1.5938 -1.5377 -0.7207 0.10 0.06 -0.13 0.106
H -0.7835 -1.1930 -2.2729 -0.01 -0.08 0.18 0.136
C 4.0708 0.7622 0.3131 -0.10 0.16 0.00 -0.034
H 4.0687 -0.2719 -0.0198 0.03 -0.03 0.01 0.068
H 4.3971 0.7943 1.3536 0.13 -0.01 0.09 0.078
H 4.7752 1.3354 -0.2879 0.17 0.04 -0.01 0.080
N 3.4269 3.5211 0.8572 0.37 0.22 0.06 0.094
H 4.1982 3.0895 1.3407 -0.04 0.09 0.06 0.075
H 3.1162 4.3799 1.2860 0.12 -0.11 0.05 0.088
H 0.8631 4.1784 0.5525 -0.05 0.13 0.02 0.116
H -3.2718 1.6519 -1.9617 0.06 -0.11 -0.05 0.122
H -3.0975 -0.0675 -1.5933 -0.03 -0.02 -0.08 0.099
H -2.7056 0.0071 1.3415 0.04 0.04 0.09 0.063
H -4.2711 0.4470 2.0108 0.08 0.02 0.04 0.107
H -3.8738 -1.6733 -0.1562 0.03 -0.11 -0.12 0.054
H -5.4063 -1.2107 0.5776 -0.11 -0.04 -0.04 0.073
H -4.1544 -1.9828 1.5531 -0.02 -0.14 0.01 0.070
```
Positions in Å, forces in eV/Å.


# 3
Density functional theory data (ωB97M-V/def2-TZVPD) for an isolated molecule of C18H21ClN4O2.

HOMO-LUMO gap   8.6 eV
Energy   -1528.1484 hartree
Energy relative to the best compared isomer or geometry (same formula, charge and spin)   58.5 kcal/mol
Structure (SMILES)   O=C(CN1CCN(Cc2ccccc2Cl)CC1)N/N=C/c1ccco1
F_max   1.607 eV/A

The geometry in XYZ format:
```
46
Properties=species:S:1:pos:R:3:forces:R:3:lowdin_charge:R:1
O -3.1197 -1.6307 1.6661 -0.21 0.00 0.21 0.068
C -2.5402 -1.4770 0.6133 0.17 -0.05 -0.16 -0.461
N -2.9310 -0.6567 -0.3993 0.35 -0.11 -0.28 0.043
N -3.9854 0.1797 -0.5183 -0.62 0.44 -0.04 0.080
C -4.8726 0.3010 0.3947 0.46 -0.64 0.55 -0.062
C -5.9664 1.2052 0.1927 -0.22 0.90 -1.31 -0.261
C -6.2948 2.0337 -0.8573 0.36 -0.61 0.63 -0.014
C -7.4878 2.6841 -0.4873 -0.30 -0.11 0.57 -0.063
C -7.8030 2.2112 0.7537 -0.34 0.59 -0.61 -0.121
O -6.8950 1.3222 1.1709 0.26 -0.39 0.35 0.049
H -8.6196 2.4268 1.4144 -0.05 -0.05 0.15 0.119
H -8.0384 3.4027 -1.0591 -0.16 0.15 -0.06 0.100
H -5.7388 2.1444 -1.7642 0.17 -0.02 -0.19 0.108
H -4.8688 -0.2382 1.3384 0.17 -0.09 -0.08 0.121
H -2.3037 -0.6203 -1.1972 -0.12 -0.04 0.29 0.138
C -1.2654 -2.2393 0.2533 0.01 0.02 0.02 -0.114
N -0.4033 -1.4644 -0.6167 0.00 -0.19 -0.02 -0.193
C 0.5892 -2.3007 -1.2848 0.05 -0.04 -0.31 -0.175
C 1.7318 -1.4445 -1.8074 0.00 -0.23 -0.09 -0.180
N 2.5039 -0.9074 -0.6967 0.03 -0.01 -0.12 -0.179
C 1.6632 -0.6136 0.4606 -0.27 -0.10 0.19 -0.150
C 0.2161 -0.3219 0.0586 0.27 0.25 -0.01 -0.148
H -0.3724 -0.0577 0.9388 0.00 0.06 -0.03 0.127
H 0.1973 0.5345 -0.6256 0.00 0.05 0.16 0.123
H 2.0803 0.2340 1.0064 -0.03 -0.05 0.04 0.127
H 1.6829 -1.4808 1.1316 -0.04 0.14 0.10 0.123
C 3.3273 0.2133 -1.1102 -0.10 -0.06 -0.05 -0.180
C 4.3750 0.5322 -0.0783 0.03 0.16 -0.04 -0.239
C 4.9376 -0.4915 0.6760 0.05 0.06 0.02 -0.035
C 5.9058 -0.2339 1.6277 0.03 -0.04 0.01 -0.077
C 6.3359 1.0651 1.8425 0.00 0.04 -0.01 -0.086
C 5.7971 2.0994 1.0998 0.02 0.04 0.02 -0.111
C 4.8264 1.8277 0.1486 0.09 -0.21 0.12 -0.604
Cl 4.1876 3.1562 -0.7667 -0.04 0.20 -0.10 0.698
H 6.1238 3.1163 1.2528 0.01 0.09 -0.01 0.102
H 7.0905 1.2763 2.5845 0.06 0.03 0.07 0.104
H 6.3267 -1.0454 2.2016 0.03 -0.08 0.05 0.103
H 4.5893 -1.4969 0.4992 -0.05 -0.11 0.00 0.115
H 2.7272 1.1124 -1.3275 0.07 -0.13 -0.04 0.092
H 3.8340 -0.0751 -2.0384 -0.08 0.09 -0.02 0.139
H 1.3139 -0.6498 -2.4480 0.01 -0.02 0.00 0.126
H 2.4011 -2.0557 -2.4215 -0.13 0.06 -0.07 0.125
H 1.0039 -3.0666 -0.6116 -0.01 0.00 -0.01 0.126
H 0.0945 -2.8108 -2.1175 0.14 -0.06 0.07 0.125
H -0.7803 -2.5565 1.1899 -0.11 0.05 -0.05 0.136
H -1.5754 -3.1430 -0.2823 0.03 0.00 0.07 0.136
```
Positions in Å, forces in eV/Å.


# 4
Density functional theory data (ωB97M-V/def2-TZVPD) for a structure of composition C18H21ClN8O6S3Sn.

HOMO-LUMO gap (alpha / beta)   4.3 / 4.1 eV
Energy   -3456.9785 hartree
Energy relative to the best compared isomer or geometry (same formula, charge and spin)   0.0 kcal/mol
Total charge   -2
F_max   3.418 eV/A

The geometry in XYZ format:
```
58
Properties=species:S:1:pos:R:3:forces:R:3:lowdin_charge:R:1
Sn -1.2295 -0.1311 0.0538 -0.17 -0.02 0.36 0.949
N -5.3528 -3.0857 1.6799 1.22 -0.59 -0.80 0.065
C -4.7535 -1.9182 1.2880 -0.31 -1.41 -0.69 -0.755
S -5.4436 -0.4521 1.7985 -0.68 0.56 1.22 0.813
N -3.7837 -2.0430 0.4429 0.62 0.31 -0.31 -0.012
N -3.3205 -0.8199 0.0098 -0.27 1.07 -1.25 -0.220
C -4.1053 -0.0220 -0.7076 -1.19 -1.08 1.31 -0.195
C -3.6191 1.1399 -1.2991 0.46 0.74 -0.35 -0.324
C -4.3003 1.8968 -2.2536 -0.78 1.60 -1.93 -0.031
C -3.6211 2.8264 -3.0818 0.48 -1.13 2.44 -0.081
C -2.2766 3.1314 -2.7298 0.42 -0.48 0.45 -0.090
C -1.6725 2.4181 -1.7009 -0.03 -0.41 -0.09 -0.133
N -2.3412 1.4604 -1.0070 0.95 0.97 -0.84 -0.066
H -6.1564 -2.9292 2.2325 -1.09 -0.15 0.52 0.028
H -5.1803 -3.9045 1.0636 -0.42 1.17 1.02 0.106
H -5.2018 -0.1571 -0.6623 0.68 -0.36 -0.52 0.089
H -5.3965 1.8112 -2.3714 0.74 -0.45 -0.09 0.110
H -4.0415 3.3003 -3.9372 -0.69 0.32 -0.26 0.072
H -1.6942 3.9118 -3.2116 -0.13 -0.26 -0.20 0.087
H -0.5847 2.4704 -1.4651 -1.12 0.44 -0.12 0.080
O -1.0897 -1.1444 2.0376 1.27 -0.06 0.95 -0.470
S 0.3733 -1.4496 2.3054 -1.45 -0.29 0.71 0.535
O 0.4893 -2.6784 3.0847 0.34 0.14 -1.38 -0.346
O 1.0699 -1.2838 1.0019 0.11 -0.41 2.08 -0.419
C 1.0422 -0.2552 3.5573 1.11 -1.19 -1.33 -0.211
C 1.9978 -0.8762 4.4172 -0.66 3.33 -0.37 -0.045
C 2.9523 -0.0314 5.0749 -1.21 -0.73 -0.83 -0.085
C 2.9407 1.3187 4.7551 -1.79 0.38 -0.86 -0.087
C 1.8703 1.8780 3.9749 1.95 1.65 1.48 -0.096
C 0.9367 1.1279 3.3505 -0.59 -1.36 0.05 -0.322
S -0.4882 1.9576 2.5107 0.85 -1.02 -1.52 0.818
O -6.5265 -0.8951 2.8263 -0.24 -0.03 0.11 -0.786
O -0.0939 3.3442 2.7452 -0.18 1.28 0.06 -0.517
O -0.1883 1.5601 0.9920 0.13 1.01 2.17 -0.659
H 1.8508 -1.9135 4.5381 0.46 -0.97 0.24 0.075
H 3.6071 -0.4788 5.8109 0.31 0.15 -0.12 0.084
H 3.6160 2.0882 5.0754 0.60 -0.27 0.64 0.080
H 1.8338 3.0015 3.9614 -0.16 -1.27 -0.39 0.115
C 2.3800 -1.9732 -3.1763 1.05 0.45 -0.66 -0.096
C 3.6818 -1.6785 -2.4226 -0.10 0.07 0.34 -0.408
C 3.5160 -2.2169 -0.9885 -0.21 -0.27 -0.01 -0.075
C 4.1878 -0.2161 -2.5064 0.53 -0.18 0.94 -0.124
N 3.1975 0.8585 -2.5712 0.01 0.57 -1.48 -0.099
C 2.0533 1.2107 -1.9358 0.26 -1.41 0.54 -0.143
N 1.4916 2.2058 -2.5627 1.08 0.67 -0.66 0.039
N 2.3672 2.5241 -3.6135 -1.07 -0.60 0.87 -0.050
N 3.3384 1.7114 -3.6434 -0.18 -0.30 0.96 0.004
H 2.3556 -3.0618 -3.3504 -0.37 0.46 0.13 0.083
H 2.3476 -1.4508 -4.1622 -0.16 -0.32 0.66 0.089
H 1.5915 -1.6446 -2.5196 -0.75 -0.14 -0.29 -0.021
H 4.4801 -2.2139 -2.9405 0.17 -0.28 0.24 0.112
H 2.9390 -1.5890 -0.2958 -0.03 0.03 -0.47 0.056
H 4.4613 -2.4042 -0.5126 0.72 0.09 0.22 0.057
H 3.0107 -3.1965 -0.9901 0.00 0.36 -0.17 0.088
H 4.7951 -0.1436 -3.4162 -0.44 0.38 0.11 0.108
H 4.8871 0.0335 -1.6701 -0.54 -0.44 -0.41 0.129
H 1.6778 0.6432 -1.0469 0.21 0.80 -0.88 0.127
Cl -0.8782 -1.5717 -1.8363 0.28 -1.12 -1.55 -0.034
```
Positions in Å, forces in eV/Å.